[1]
10
Properties=species:S:1:pos:R:3 method="wB97M-V/def2-TZVPD" de_lowest_kj_mol=384.5 total_energy_ha=-743.8885 homo_energy_ha=-0.3533 spin_multiplicity=1 lumo_energy_ev=-0.517 charge=0
C -1.02825 -0.53831 0.42694
C 0.08647 0.33079 0.12807
N 1.14351 0.13176 -0.44306
O 1.46660 -1.19246 -0.70150
O -0.36029 1.62119 0.36923
Cl 0.35378 3.12070 -0.22526
H -0.76528 -1.33722 1.02259
H -1.70796 0.10683 1.07934
H -1.50327 -1.01315 -0.43926
H 2.31469 -1.23014 -1.21709

[2]
10
Properties=species:S:1:pos:R:3 method="wB97M-V/def2-TZVPD" de_lowest_kj_mol=215.1 total_energy_ha=-743.7650 homo_energy_ha="-0.2828 / -0.3927" spin_multiplicity=3 lumo_energy_ev="0.880 / -3.470" charge=0 s_squared=2.01
C -1.09399 -0.19282 -0.51365
C -0.00959 -0.32921 0.58189
N 1.26035 0.81801 0.22226
O 1.37346 1.87136 0.80681
O 1.89380 0.41798 -0.74260
Cl 0.72402 -1.93653 0.43644
H -1.55215 -1.17578 -0.48075
H -0.44014 -0.08476 -1.42156
H -1.86567 0.67523 -0.40323
H -0.29010 -0.06347 1.51439

[3]
10
Properties=species:S:1:pos:R:3 method="wB97M-V/def2-TZVPD" de_lowest_kj_mol=180.2 total_energy_ha=-1066.9119 homo_energy_ha=-0.3248 spin_multiplicity=1 lumo_energy_ev=0.111 charge=0 smiles="ONC(=S)CCl"
O -1.20364 -0.49813 1.12705
N -0.83093 -0.87385 -0.09559
C -0.03970 -0.10478 -0.84824
S 0.15492 -0.21382 -2.50890
C 0.74399 0.93302 -0.03366
Cl 1.55808 0.17113 1.43545
H -0.64331 -0.95289 1.77415
H -1.23283 -1.63152 -0.59667
H 0.10168 1.68827 0.42975
H 1.39172 1.48257 -0.68334

[4]
10
Properties=species:S:1:pos:R:3 method="wB97M-V/def2-TZVPD" de_lowest_kj_mol=0.0 total_energy_ha=-1389.9108 homo_energy_ha=-0.3271 spin_multiplicity=1 lumo_energy_ev=0.433 charge=0 smiles="S=C(CCl)NS"
S 0.66139 -0.55561 1.94245
C -0.04985 -0.06108 0.54101
C -1.38453 0.67189 0.61767
Cl -2.08029 1.24985 -0.91278
N 0.45783 -0.16908 -0.72547
S 1.93566 -1.00031 -1.14402
H -2.08146 -0.07109 1.05040
H -1.25080 1.53389 1.27922
H 0.02077 0.31761 -1.47435
H 2.52519 -0.61452 0.01318

[5]
12
Properties=species:S:1:pos:R:3 method="wB97M-V/def2-TZVPD" de_lowest_kj_mol=111.8 total_energy_ha=-1181.2721 homo_energy_ha=-0.0841 spin_multiplicity=1 lumo_energy_ev=4.785 charge=-2
C 0.75009 0.10303 -1.74332
C 0.09158 -0.66824 1.16012
O -2.26462 -0.27301 5.11401
O -2.63944 2.03684 4.10896
O -0.75635 -1.40935 1.12668
O 0.98723 0.01838 1.18554
P -2.01981 0.67887 3.93524
Cl 2.76841 -0.76159 -8.24383
H 0.09047 0.52047 -0.94477
H 0.18359 -0.78319 -2.01535
H 1.67445 -0.14896 -1.15251
H 1.13441 0.68675 -2.53078

[6]
9
Properties=species:S:1:pos:R:3 method="wB97M-V/def2-TZVPD" de_lowest_kj_mol=264.3 total_energy_ha=-955.3054 homo_energy_ha=-0.3214 spin_multiplicity=1 lumo_energy_ev=0.485 charge=0
C -0.02611 0.95393 0.14909
C 0.04248 0.45883 -0.99610
O -3.35995 0.04692 -1.30404
P -3.44879 -0.21847 0.13260
Cl -1.46421 0.70110 1.16249
H 0.63054 1.62437 0.58093
H -0.76419 -0.11824 -1.38096
H 0.97727 0.56046 -1.44856
H -2.86631 -1.44342 0.17657